11 unconnected molecules or ions with the total composition C18H58O20 in a non-equilibrium geometry. Source: the Open Molecules 2025 dataset; level of theory: ωB97M-V with the def2-TZVPD basis set.

Cartesian coordinates (Å):
O -0.335 -4.461 -3.510
C 0.637 -4.200 -2.554
C 0.044 -3.113 -1.603
O 0.903 -2.474 -0.714
H -0.542 -3.764 -4.193
H 1.044 -5.071 -1.940
H 1.534 -3.799 -3.166
H -0.802 -3.506 -1.119
H -0.364 -2.303 -2.191
H 0.415 -1.628 -0.610
O -4.138 -0.751 -3.721
C -3.084 -1.504 -3.231
C -3.326 -1.420 -1.705
O -4.233 -2.437 -1.315
H -3.909 0.181 -3.691
H -3.148 -2.537 -3.646
H -2.139 -0.996 -3.543
H -3.621 -0.376 -1.397
H -2.312 -1.406 -1.205
H -3.802 -3.326 -1.424
O 1.117 2.338 -0.831
C 1.325 3.551 -0.153
C 0.829 4.734 -0.926
O 1.115 5.861 -0.110
H 1.536 2.436 -1.732
H 0.719 3.588 0.715
H 2.341 3.640 0.175
H -0.296 4.671 -1.048
H 1.180 4.882 -1.945
H 0.800 5.555 0.810
O -5.483 -2.374 2.708
C -4.112 -2.441 2.505
C -3.769 -1.200 1.894
O -2.327 -1.218 1.796
H -5.844 -3.160 2.399
H -3.688 -2.607 3.461
H -3.868 -3.333 1.956
H -4.074 -0.340 2.498
H -4.305 -0.958 0.998
H -1.999 -0.696 1.039
O -3.247 1.978 -0.332
C -3.202 2.441 0.987
C -1.754 2.787 1.135
O -1.682 3.225 2.519
H -2.757 2.534 -0.915
H -4.049 3.181 1.194
H -3.365 1.508 1.523
H -1.607 3.641 0.663
H -0.995 2.032 0.852
H -1.907 2.419 2.995
O 0.896 2.531 -3.638
C 1.282 1.310 -4.253
C 1.585 0.268 -3.136
O 1.921 -0.899 -3.805
H 0.819 3.127 -4.361
H 0.526 0.926 -5.000
H 2.257 1.482 -4.742
H 0.755 -0.028 -2.537
H 2.441 0.659 -2.611
H 2.617 -1.106 -3.176
O 1.773 -0.365 4.260
C 2.243 0.832 3.543
C 1.504 0.917 2.231
O 1.733 -0.183 1.432
H 0.914 -0.675 3.867
H 1.881 1.691 4.095
H 3.295 0.882 3.358
H 1.843 1.839 1.753
H 0.503 1.187 2.580
H 2.488 -0.703 1.753
O 3.972 0.262 -0.351
C 4.758 1.306 0.155
C 6.229 1.222 -0.312
O 6.840 2.368 0.332
H 3.128 0.496 0.038
H 4.208 2.230 -0.016
H 4.873 1.143 1.195
H 6.480 1.317 -1.308
H 6.770 0.305 -0.015
H 7.112 2.190 1.227
O 1.894 -3.254 3.577
C 0.650 -3.240 2.887
C -0.570 -3.201 3.908
O -0.563 -1.824 4.287
H 1.933 -4.131 4.029
H 0.675 -2.472 2.167
H 0.538 -4.010 2.181
H -0.450 -3.916 4.737
H -1.557 -3.303 3.300
H -1.499 -1.545 4.326
O -1.202 1.220 -2.435
H -1.966 1.389 -2.995
H -0.522 1.728 -2.863
O -0.390 -0.218 -0.051
H 0.367 -0.140 0.551
H -0.411 0.626 -0.490

Summary:
HOMO = -9.395 eV
Energy relative to the best compared isomer or geometry (same formula, charge and spin) = 125.06 kcal/mol
Total charge = 0
SMILES = OCCO.OCCO.OCCO.OCCO.OCCO.OCCO.OCCO.OCCO.OCCO.O.O
Energy = -2225.0744 Eh
F_max = 4.85 eV Å⁻¹

These are the Mulliken partial charges, in e, on atoms 1 to 4: atom 1 (O): -0.6028, atom 2 (C): -0.4112, atom 3 (C): 0.5357, atom 4 (O): -0.5889



12 unconnected molecules or ions with the total composition C18H60N12O12 in a non-equilibrium geometry. Source: the Open Molecules 2025 dataset; level of theory: ωB97M-V with the def2-TZVPD basis set.

Cartesian coordinates (Å):
N -0.443 -2.481 1.790
C -0.348 -3.727 1.617
N -0.502 -4.447 2.671
O -0.098 -4.275 0.427
H -0.490 -1.940 0.895
H -0.931 -2.055 2.638
H -0.344 -5.416 2.592
H -0.306 -4.039 3.604
N 1.820 0.858 -4.918
C 2.264 0.404 -3.807
N 3.179 1.176 -3.251
O 1.828 -0.799 -3.252
H 0.998 0.354 -5.270
H 1.791 1.880 -5.208
H 3.647 0.843 -2.364
H 3.414 2.055 -3.720
N -0.316 -1.303 -0.738
C -0.066 -0.053 -0.717
N -1.017 0.782 -0.797
O 1.259 0.343 -0.652
H 0.515 -1.965 -0.662
H -1.109 -1.705 -1.219
H -0.706 1.768 -0.888
H -2.009 0.670 -0.605
N 3.492 1.957 -0.336
C 4.714 1.508 -0.428
N 4.735 0.336 -1.026
O 5.898 2.145 0.020
H 3.296 2.707 0.287
H 2.693 1.346 -0.632
H 5.687 -0.148 -1.014
H 4.099 -0.446 -0.873
N -1.916 -0.365 -3.141
C -2.070 -1.527 -3.621
N -1.267 -2.315 -2.961
O -2.911 -1.883 -4.675
H -2.434 0.368 -3.685
H -1.432 -0.064 -2.271
H -1.301 -3.244 -3.387
H -0.385 -2.022 -2.507
N 1.850 -2.791 -0.882
C 2.798 -2.578 -0.007
N 3.814 -2.049 -0.576
O 2.725 -2.895 1.373
H 1.184 -3.483 -0.535
H 1.990 -2.504 -1.841
H 4.594 -2.000 0.140
H 4.106 -2.279 -1.514
C -2.946 0.054 2.321
C -2.786 -0.859 3.539
C -3.474 -2.115 3.251
O -1.631 -1.163 3.783
H -2.080 0.063 1.659
H -3.128 1.094 2.661
H -3.876 -0.085 1.810
H -3.203 -0.398 4.429
H -3.657 -2.633 4.070
H -2.964 -2.833 2.635
H -4.474 -1.853 2.685
H -1.302 -0.759 4.591
C 1.367 0.988 3.308
C 1.957 -0.292 2.714
C 3.468 0.011 2.465
O 1.749 -1.359 3.287
H 1.382 1.841 2.592
H 1.986 1.271 4.188
H 0.329 0.809 3.651
H 1.533 -0.377 1.735
H 3.570 0.966 2.020
H 3.925 -0.763 1.794
H 4.093 0.017 3.325
H 1.736 -2.035 2.566
C -1.261 2.733 1.927
C -0.408 3.925 1.602
C 0.169 3.754 0.173
O -0.937 5.039 1.720
H -1.688 2.802 2.940
H -0.785 1.800 1.855
H -2.015 2.727 1.182
H 0.423 3.911 2.240
H 0.913 2.931 0.174
H 0.708 4.548 -0.233
H -0.593 3.506 -0.556
H -1.774 5.036 1.196
C -0.032 2.659 -3.184
O 1.197 2.953 -2.503
H -0.196 1.616 -3.306
H 0.136 3.010 -4.214
H -0.868 3.088 -2.670
H 1.804 2.244 -2.699
C -3.407 -2.134 -0.259
O -2.945 -3.129 -1.146
H -4.351 -2.370 0.248
H -3.608 -1.203 -0.756
H -2.730 -1.946 0.594
H -2.414 -2.725 -1.907
C -3.764 1.830 -1.633
O -3.653 1.343 -0.334
H -4.576 2.489 -1.748
H -4.111 1.005 -2.240
H -2.859 2.307 -1.990
H -3.938 1.962 0.370

Summary:
HOMO = -8.676 eV
Energy relative to the best compared isomer or geometry (same formula, charge and spin) = 289.91 kcal/mol
Total charge = 0
SMILES = NC(N)=O.NC(N)=O.NC(N)=O.NC(N)=O.NC(N)=O.NC(N)=O.CC(C)O.CC(C)O.CC(C)O.CO.CO.CO
Energy = -2281.4955 Eh
F_max = 12.78 eV Å⁻¹

These are the Mulliken partial charges, in e, on atoms 1 to 4: atom 1 (N): 1.8637, atom 2 (C): 0.3462, atom 3 (N): -0.3646, atom 4 (O): -0.8945



12 unconnected molecules or ions with the total composition C18H61BN23O12 in a non-equilibrium geometry. Source: the Open Molecules 2025 dataset; level of theory: ωB97M-V with the def2-TZVPD basis set.

Cartesian coordinates (Å):
C 7.592 -3.543 4.128
C 7.598 -4.191 2.622
C 6.266 -5.064 2.236
C 5.493 -5.738 3.536
N 4.324 -4.829 3.854
B 2.987 -5.543 3.780
C 1.732 -4.498 3.964
C 1.801 -3.318 2.629
C 1.568 -1.672 3.131
O 3.006 -2.323 2.669
H 7.583 -4.356 4.989
H 8.595 -2.931 4.282
H 6.689 -2.829 4.341
H 8.551 -4.860 2.479
H 7.675 -3.295 1.860
H 5.510 -4.306 1.714
H 6.544 -5.870 1.403
H 6.209 -5.956 4.435
H 5.028 -6.763 3.139
H 4.452 -4.292 4.739
H 2.948 -6.087 2.713
H 2.876 -6.392 4.612
H 0.722 -5.045 3.742
H 1.749 -3.863 4.948
H 1.315 -3.663 1.525
H 2.053 -1.387 4.162
H 1.782 -0.798 2.383
C 0.748 2.214 2.302
O 1.281 1.351 2.982
N 0.873 2.265 0.963
N -0.012 3.190 2.830
H 0.442 2.968 0.386
H 1.438 1.549 0.526
H -0.133 3.188 3.834
H -0.459 3.909 2.286
C -2.291 -5.932 3.145
O -1.187 -5.691 3.606
N -2.778 -5.306 2.058
N -3.121 -6.845 3.682
H -3.685 -5.490 1.663
H -2.186 -4.611 1.623
H -2.793 -7.339 4.501
H -4.034 -7.057 3.316
C 1.009 5.857 4.825
O -0.072 5.636 4.302
N 2.040 4.996 4.756
N 1.265 6.981 5.519
H 2.937 5.160 5.180
H 1.889 4.137 4.243
H 0.515 7.655 5.595
H 2.148 7.180 5.956
C -0.348 3.274 -2.813
O 0.325 3.801 -1.942
N -0.328 3.681 -4.095
N -1.171 2.238 -2.570
H -0.875 3.259 -4.827
H 0.279 4.458 -4.322
H -1.217 1.900 -1.617
H -1.734 1.790 -3.274
C -2.566 8.710 5.525
O -1.461 8.951 5.986
N -3.052 9.336 4.438
N -3.395 7.797 6.062
H -3.959 9.151 4.044
H -2.460 10.031 4.003
H -3.067 7.303 6.881
H -4.308 7.585 5.696
C 3.818 -3.477 -1.225
O 4.351 -4.339 -0.545
N 3.943 -3.425 -2.564
N 3.057 -2.500 -0.698
H 3.512 -2.723 -3.141
H 4.507 -4.142 -3.001
H 2.937 -2.503 0.307
H 2.611 -1.782 -1.241
C -2.680 6.697 -3.262
O -3.323 5.717 -3.604
N -1.335 6.718 -3.250
N -3.260 7.845 -2.867
H -0.789 7.515 -2.972
H -0.859 5.873 -3.541
H -4.271 7.872 -2.861
H -2.747 8.663 -2.582
C -3.363 -0.939 -3.638
O -2.786 0.121 -3.819
N -2.770 -2.002 -3.066
N -4.645 -1.140 -3.996
H -3.229 -2.884 -2.909
H -1.805 -1.893 -2.782
H -5.128 -0.365 -4.431
H -5.137 -2.006 -3.856
C -7.246 6.925 -2.299
O -6.796 8.055 -2.194
N -8.552 6.645 -2.140
N -6.477 5.859 -2.584
H -8.942 5.721 -2.223
H -9.166 7.419 -1.925
H -5.487 6.026 -2.711
H -6.829 4.921 -2.674
C 5.062 -5.836 -5.229
O 5.131 -4.693 -4.804
N 5.308 -6.913 -4.462
N 4.736 -6.119 -6.503
H 5.257 -7.861 -4.795
H 5.557 -6.744 -3.497
H 4.544 -5.336 -7.115
H 4.675 -7.053 -6.872
C -6.276 -2.463 -7.063
O -6.771 -1.864 -6.121
N -6.204 -1.941 -8.301
N -5.758 -3.699 -6.947
H -5.801 -2.419 -9.089
H -6.583 -1.012 -8.431
H -5.792 -4.129 -6.032
H -5.346 -4.208 -7.711

Summary:
HOMO = -2.194 eV
Total charge = -1
Energy = -2909.7772 Eh
F_max = 5.68 eV Å⁻¹

These are the Mulliken partial charges, in e, on atoms 1 to 4: atom 1 (C): -0.7986, atom 2 (C): -0.4923, atom 3 (C): 0.0643, atom 4 (C): -0.6624